# 1
{
  "formula": "C9H13NO3",
  "method": "ωB97M-V/def2-TZVPD",
  "symbols": ["C", "C", "C", "C", "C", "C", "C", "C", "C", "N", "O", "O", "O", "H", "H", "H", "H", "H", "H", "H", "H", "H", "H", "H", "H", "H"],
  "xyz": [[-2.9288, -1.7200, 0.3273], [-2.3195, -0.8493, -0.2892], [-2.2421, 1.1367, -1.6660], [-1.5809, 0.2586, -0.8645], [2.1379, -0.1016, -0.1013], [3.1476, -1.1728, 0.1999], [0.5688, -1.9184, -0.4732], [-0.9868, 2.0762, 1.8107], [-0.1266, 0.5263, -0.5283], [0.8053, -0.4838, -0.3274], [2.4882, 1.0153, -0.1210], [0.2386, 1.6413, -1.0769], [-0.5561, 0.8847, 1.3638], [-3.5128, -2.2908, 0.9810], [-1.7957, 2.1906, -1.6962], [-3.2118, 0.8789, -1.9400], [3.4840, -1.6781, -0.7216], [2.8796, -2.0396, 0.7875], [3.9767, -0.7579, 0.8784], [-0.4455, -2.2647, -0.8309], [1.2387, -2.2430, -1.1683], [0.7647, -2.4209, 0.4582], [-0.2778, 2.9493, 1.5230], [-0.9496, 2.2271, 2.8559], [-1.9912, 2.4578, 1.4207], [1.1952, 1.6980, -0.8018]],
  "total_charge": 0,
  "e_homo_ev": -8.206,
  "relative_energy_kcal_mol": 133.3,
  "gap_ha": 0.313
}

# 2
{
  "formula": "C16H26AuOS",
  "method": "ωB97M-V/def2-TZVPD",
  "symbols": ["Au", "C", "C", "C", "C", "C", "C", "C", "C", "C", "C", "H", "H", "H", "H", "H", "H", "H", "H", "H", "H", "H", "H", "C", "C", "C", "S", "O", "C", "C", "C", "H", "H", "H", "H", "H", "H", "H", "H", "H", "H", "H", "H", "H", "H"],
  "xyz": [[-0.1992, -1.3133, 0.1884], [-2.0110, -0.5247, 4.0529], [-1.9715, -0.9518, 2.5701], [-2.5823, -2.3603, 2.4910], [-0.4920, -0.8645, 2.1644], [-2.7891, 0.0574, 1.7604], [-3.9182, -0.2840, 1.0246], [-4.6016, 0.6619, 0.2619], [-4.1723, 1.9765, 0.2268], [-3.0485, 2.3372, 0.9678], [-2.3714, 1.3907, 1.7179], [-1.3842, -1.2019, 4.6396], [-3.0321, -0.5632, 4.4507], [-1.6219, 0.4851, 4.1808], [-1.9508, -3.0422, 3.0631], [-2.5933, -2.7157, 1.4600], [-3.6018, -2.4065, 2.9032], [0.0350, -1.6870, 2.6802], [-4.2718, -1.3059, 1.0239], [-5.4673, 0.3579, -0.3159], [-4.6968, 2.7113, -0.3732], [-2.6917, 3.3611, 0.9463], [-1.4626, 1.6526, 2.2463], [4.5660, -1.0386, -3.5903], [4.7381, -0.1467, -2.3624], [4.2364, -0.7532, -1.0556], [2.4379, -0.8858, -0.8089], [1.8687, -1.4140, -2.0970], [2.0967, 0.9220, -0.7732], [1.4560, 1.4358, -2.0640], [-0.0627, 1.3048, -2.0999], [4.9161, -0.5250, -4.4882], [3.5240, -1.3191, -3.7233], [5.1503, -1.9563, -3.4804], [4.2483, 0.8165, -2.5295], [5.8037, 0.0733, -2.2347], [4.5638, -0.1669, -0.1926], [4.6115, -1.7719, -0.9209], [3.0449, 1.4228, -0.5779], [1.4386, 1.0569, 0.0877], [1.8751, 0.8884, -2.9112], [1.7422, 2.4853, -2.1822], [-0.3635, 0.2569, -2.1130], [-0.4715, 1.7847, -2.9930], [-0.5243, 1.7593, -1.2206]],
  "total_charge": -1,
  "e_homo_ev": -2.049,
  "gap_ha": 0.179
}

# 3
{
  "formula": "C45H88N2O18S",
  "method": "ωB97M-V/def2-TZVPD",
  "symbols": ["C", "C", "O", "N", "C", "C", "C", "C", "C", "C", "C", "C", "S", "C", "C", "C", "C", "O", "N", "C", "O", "H", "H", "H", "H", "H", "H", "H", "H", "H", "H", "H", "H", "H", "H", "H", "H", "H", "H", "C", "O", "C", "C", "O", "C", "C", "O", "C", "H", "H", "H", "H", "H", "H", "H", "H", "H", "H", "H", "H", "H", "H", "C", "O", "C", "C", "O", "C", "C", "O", "C", "H", "H", "H", "H", "H", "H", "H", "H", "H", "H", "H", "H", "H", "H", "C", "O", "C", "C", "O", "C", "C", "O", "C", "H", "H", "H", "H", "H", "H", "H", "H", "H", "H", "H", "H", "H", "H", "C", "O", "C", "C", "O", "C", "C", "O", "C", "H", "H", "H", "H", "H", "H", "H", "H", "H", "H", "H", "H", "H", "H", "C", "O", "C", "C", "O", "C", "C", "O", "C", "H", "H", "H", "H", "H", "H", "H", "H", "H", "H", "H", "H", "H", "H"],
  "xyz": [[4.3749, -1.4351, 3.8100], [2.8466, -1.0105, 3.2840], [2.0852, -2.0494, 2.8686], [2.3894, 0.4373, 3.3319], [2.5264, 0.8376, 4.8116], [0.9126, 0.5912, 3.0399], [0.5238, 0.3721, 1.4341], [-0.7178, 1.3466, 0.9396], [-2.0183, 0.4911, 0.4254], [-2.6959, -0.4224, 1.6059], [-2.5810, -2.0592, 1.5518], [-3.3089, -2.9849, 2.7320], [-3.2779, -4.8819, 2.7240], [-4.1431, -2.2840, 3.9853], [-4.2114, -0.6463, 4.0057], [-3.4950, 0.2798, 2.8532], [-3.7734, 1.8440, 3.2570], [-3.3182, 2.9992, 2.7649], [-4.6992, 1.8363, 4.4611], [-4.9348, 0.4213, 5.0233], [-5.6670, 0.2126, 6.1432], [4.2391, -2.0132, 4.8396], [4.9671, -2.0718, 3.0162], [4.9368, -0.4231, 4.0593], [1.5682, 1.4238, 5.2056], [3.4372, 1.5582, 4.9695], [2.6152, -0.1099, 5.5264], [0.2123, -0.0825, 3.7093], [0.6296, 1.7285, 3.2623], [1.4697, 0.7017, 0.8234], [0.3350, -0.7720, 1.2330], [-0.9961, 2.0515, 1.8462], [-0.3515, 1.9937, 0.0094], [-2.8200, 1.2112, -0.0801], [-1.6968, -0.2650, -0.4373], [-2.0019, -2.5933, 0.6591], [-2.8627, -5.3103, 1.4276], [-4.6860, -2.9119, 4.8424], [-4.3930, 2.4501, 5.2569], [-6.0586, -9.8488, 0.1851], [-5.1642, -9.4216, -0.8285], [-5.2471, -8.0173, -1.0731], [-3.9356, -7.4976, -1.6712], [-2.8840, -7.3577, -0.7072], [-2.3152, -8.5791, -0.2151], [-1.4427, -9.3030, -1.2452], [-2.2543, -9.9722, -2.2115], [-1.6069, -10.1015, -3.4669], [-7.0976, -9.7269, -0.1463], [-5.8702, -10.9072, 0.3837], [-5.8865, -9.2922, 1.1112], [-5.4555, -7.4781, -0.1438], [-6.0658, -7.8528, -1.7809], [-4.1182, -6.4859, -2.0500], [-3.6110, -8.0953, -2.5243], [-3.0834, -9.2310, 0.2026], [-1.6714, -8.2832, 0.6205], [-0.8367, -10.0645, -0.7427], [-0.7784, -8.5775, -1.7301], [-1.3205, -9.1192, -3.8537], [-2.3098, -10.5540, -4.1707], [-0.7275, -10.7446, -3.3768], [1.9770, -2.5404, -5.4297], [0.7655, -3.1727, -5.0528], [0.5145, -4.3620, -5.8020], [-0.3986, -5.3093, -5.0167], [0.2755, -6.0092, -3.9628], [0.6432, -5.2233, -2.8205], [-0.5510, -4.8142, -1.9529], [-1.2730, -3.7429, -2.5622], [-2.6450, -3.7403, -2.2025], [1.9068, -2.1625, -6.4576], [2.1493, -1.6996, -4.7524], [2.8192, -3.2325, -5.3352], [1.4531, -4.8764, -6.0303], [0.0245, -4.0673, -6.7355], [-0.7457, -6.0872, -5.7056], [-1.2903, -4.8021, -4.6453], [1.2517, -4.3662, -3.1116], [1.2887, -5.8718, -2.2180], [-0.1935, -4.4571, -0.9811], [-1.2011, -5.6839, -1.7990], [-3.1139, -4.6913, -2.4718], [-3.1444, -2.9436, -2.7593], [-2.7570, -3.5523, -1.1316], [3.5038, 4.7760, 8.8886], [2.5791, 5.2785, 7.9389], [2.2610, 6.6527, 8.1610], [1.7914, 7.3127, 6.8604], [2.8606, 7.6145, 5.9546], [3.4707, 6.4907, 5.3047], [2.5809, 5.8485, 4.2359], [1.5616, 5.0518, 4.8410], [0.3949, 4.9637, 4.0391], [3.0516, 4.7560, 9.8883], [3.7720, 3.7565, 8.5987], [4.4164, 5.3797, 8.8954], [3.1344, 7.1916, 8.5412], [1.4582, 6.6902, 8.9043], [1.3474, 8.2807, 7.1176], [1.0095, 6.7329, 6.3677], [3.8288, 5.7617, 6.0326], [4.3589, 6.8920, 4.8046], [3.1840, 5.1857, 3.6060], [2.1408, 6.6352, 3.6113], [-0.0027, 5.9610, 3.8296], [-0.3619, 4.4040, 4.5943], [0.6140, 4.4390, 3.1055], [3.0132, 3.1252, 0.4992], [2.8936, 4.3449, -0.2132], [3.4990, 5.4402, 0.4742], [3.8945, 6.5425, -0.5138], [5.0799, 6.2410, -1.2614], [4.9495, 5.2232, -2.2638], [4.1433, 5.6723, -3.4864], [2.7455, 5.6800, -3.1931], [2.0335, 6.6279, -3.9717], [2.4350, 3.1689, 1.4308], [2.6171, 2.3222, -0.1282], [4.0634, 2.9044, 0.7127], [4.3902, 5.1074, 1.0154], [2.7648, 5.8297, 1.1867], [4.1376, 7.4399, 0.0656], [3.0699, 6.8130, -1.1750], [4.5647, 4.2966, -1.8362], [5.9717, 5.0108, -2.5959], [4.3014, 4.9671, -4.3095], [4.4816, 6.6683, -3.7967], [2.4401, 7.6320, -3.8197], [0.9911, 6.6283, -3.6435], [2.0748, 6.3584, -5.0303], [-2.1208, -0.5685, -4.6897], [-2.0113, 0.8392, -4.8158], [-2.6967, 1.5355, -3.7746], [-2.0915, 2.9282, -3.5703], [-0.8461, 2.9113, -2.8607], [0.2817, 2.3955, -3.5815], [0.7807, 3.3342, -4.6843], [-0.0797, 3.2761, -5.8229], [-0.0810, 4.4858, -6.5635], [-3.1609, -0.8854, -4.8377], [-1.4952, -1.0305, -5.4581], [-1.7579, -0.8976, -3.7113], [-2.6356, 0.9770, -2.8354], [-3.7453, 1.6295, -4.0745], [-2.7778, 3.5019, -2.9378], [-2.0023, 3.4762, -4.5095], [0.0831, 1.3908, -3.9565], [1.0805, 2.2971, -2.8382], [1.7777, 3.0195, -5.0108], [0.8375, 4.3563, -4.2909], [-0.3792, 5.3245, -5.9277], [-0.8112, 4.3931, -7.3712], [0.9069, 4.6691, -6.9942]],
  "smiles": "CC(=O)N(C)CCCCc1cc(S)cc2c1C(=O)NC2=O.COCCOCCOC.COCCOCCOC.COCCOCCOC.COCCOCCOC.COCCOCCOC",
  "total_charge": 0,
  "e_homo_ev": -8.667,
  "gap_ha": 0.264
}

# 4
{
  "formula": "C16H32O8P",
  "method": "ωB97M-V/def2-TZVPD",
  "symbols": ["C", "C", "P", "O", "C", "C", "O", "H", "H", "H", "H", "H", "H", "H", "H", "O", "C", "O", "C", "C", "C", "H", "H", "H", "H", "H", "H", "H", "H", "O", "C", "O", "C", "C", "C", "H", "H", "H", "H", "H", "H", "H", "H", "O", "C", "O", "C", "C", "C", "H", "H", "H", "H", "H", "H", "H", "H"],
  "xyz": [[3.2224, 6.0828, 2.3700], [3.4547, 5.2041, 1.5724], [4.0841, 3.8077, 0.4246], [5.1889, 4.9731, -0.2591], [5.7101, 4.5794, -1.4860], [5.5323, 3.0289, -1.6222], [4.7996, 2.5380, -0.5521], [3.2052, 6.6996, 3.2161], [3.0713, 4.1236, -0.5732], [3.1306, 2.8903, 0.9328], [5.0659, 3.4844, 1.4378], [5.2428, 5.0090, -2.3808], [6.7590, 4.8645, -1.4263], [5.0496, 2.7435, -2.5564], [6.5449, 2.6117, -1.5869], [2.0905, 0.8227, 1.1827], [1.4803, 0.7740, 2.2082], [0.5435, 1.7146, 2.4570], [-0.3531, 1.6520, 3.5570], [0.2644, 2.2331, 4.8133], [1.7949, -0.2564, 3.2659], [-0.7181, 0.6330, 3.7038], [-1.2145, 2.2519, 3.2638], [1.1434, 1.6690, 5.1257], [-0.4576, 2.2298, 5.6325], [0.5881, 3.2580, 4.6317], [2.6456, 0.0906, 3.8523], [2.0591, -1.1816, 2.7609], [0.9627, -0.4816, 3.9301], [-0.2575, -1.3155, 0.7995], [-0.7168, -0.7432, -0.1538], [-2.0422, -0.8431, -0.3854], [-2.7260, -0.0716, -1.3762], [-2.6467, -0.7234, -2.7384], [0.1559, 0.0034, -1.1285], [-2.3656, 0.9583, -1.3837], [-3.7649, -0.0374, -1.0507], [-1.6163, -0.7946, -3.0902], [-3.2233, -0.1582, -3.4717], [-3.0422, -1.7338, -2.6872], [0.5831, -0.7052, -1.8378], [0.9579, 0.4797, -0.5667], [-0.3592, 0.7923, -1.6720], [-5.1506, -2.5954, -1.8311], [-4.7253, -3.7103, -1.7171], [-3.8968, -4.1905, -2.6640], [-3.1858, -5.4225, -2.5366], [-4.0280, -6.6042, -2.9719], [-5.1558, -4.6095, -0.5825], [-2.7946, -5.5401, -1.5252], [-2.3229, -5.3265, -3.1933], [-4.9135, -6.7196, -2.3462], [-3.4478, -7.5261, -2.9208], [-4.3733, -6.4630, -3.9962], [-6.1093, -5.0684, -0.8408], [-5.2855, -3.9948, 0.3047], [-4.4374, -5.3865, -0.3320]],
  "total_charge": -1,
  "e_homo_ev": -3.752,
  "gap_ha": 0.208
}

# 5
{
  "formula": "C26H50GeLuN5P2SSe",
  "method": "ωB97M-V/def2-TZVPD",
  "symbols": ["Lu", "C", "C", "N", "C", "C", "N", "C", "C", "N", "H", "H", "H", "H", "H", "H", "H", "H", "H", "H", "H", "H", "H", "H", "H", "C", "P", "C", "C", "C", "P", "C", "C", "H", "H", "H", "H", "H", "H", "H", "H", "H", "H", "H", "H", "H", "H", "H", "H", "C", "Ge", "C", "C", "C", "H", "H", "H", "H", "H", "H", "H", "H", "H", "H", "H", "Se", "S", "C", "C", "C", "N", "C", "C", "C", "C", "C", "N", "C", "C", "H", "H", "H", "H", "H", "H", "H", "H"],
  "xyz": [[-1.1193, -0.3457, 1.1043], [-4.0538, 0.3421, -0.3554], [-4.2389, 0.7520, 1.1299], [-3.2279, 0.3290, 2.1155], [-3.6388, -0.6891, 3.1143], [-3.6536, -2.1268, 2.5690], [-2.5694, -2.2922, 1.5820], [-2.8573, -3.0697, 0.3117], [-3.7704, -2.1346, -0.5470], [-3.1519, -0.7941, -0.6632], [-5.0755, 0.1417, -0.7750], [-3.5794, 1.1381, -0.9229], [-4.2984, 1.8334, 1.1699], [-5.1836, 0.2090, 1.3751], [-2.8973, 1.1441, 2.6275], [-2.8136, -0.7854, 3.8325], [-4.5864, -0.4747, 3.5900], [-3.5771, -2.8237, 3.3817], [-4.5780, -2.3920, 2.0895], [-1.6995, -2.6523, 1.9754], [-1.9213, -3.2985, -0.2122], [-3.3840, -3.9877, 0.5145], [-4.0921, -2.5615, -1.5120], [-4.7809, -1.9914, -0.0836], [-2.7962, -0.6870, -1.6334], [2.1735, 1.7677, 2.0024], [1.9242, 0.7658, 0.5020], [3.4103, -0.3903, 0.6533], [2.5440, 1.8414, -0.8552], [2.2088, 1.1099, -2.1741], [0.4439, 1.1275, -2.5533], [0.3975, 0.1604, -4.1382], [0.2760, 2.8523, -3.2023], [3.1439, 2.2651, 2.0817], [2.1488, 1.1531, 2.8420], [1.3678, 2.4659, 1.9949], [4.3915, 0.0889, 0.7749], [3.4257, -1.0295, -0.2484], [3.1415, -0.9685, 1.5652], [3.6039, 1.9699, -0.7237], [2.0957, 2.8354, -0.8576], [2.4532, 0.0405, -1.9789], [2.7751, 1.5748, -2.9853], [1.1449, 0.4010, -4.9269], [-0.5719, 0.3191, -4.5963], [0.5461, -0.8793, -3.9025], [1.0847, 3.0263, -3.9055], [0.2746, 3.5648, -2.4263], [-0.6485, 3.0088, -3.7049], [-1.1973, 2.6653, 4.0649], [-1.3410, 3.3512, 2.1628], [-3.1269, 4.1063, 1.9842], [-0.3062, 4.9811, 2.0835], [-1.2027, 2.0639, 0.6965], [-2.1360, 2.1751, 4.4037], [-0.8300, 3.4218, 4.7420], [-0.4529, 1.8823, 4.0759], [-3.2871, 4.8824, 2.7515], [-4.0643, 3.5099, 2.1655], [-3.2101, 4.5005, 0.9269], [-0.4940, 5.4321, 3.0786], [-0.7225, 5.6306, 1.3433], [0.7205, 4.8644, 1.6506], [-0.2690, 2.1632, 0.1521], [-1.8932, 2.5893, 0.0572], [0.1374, -0.9071, 3.3617], [3.0458, -4.6588, -2.4880], [1.9118, -3.6580, -1.6047], [0.9189, -2.9572, -2.2763], [0.0849, -2.1754, -1.4964], [0.1514, -2.0698, -0.1902], [1.1067, -2.7784, 0.4375], [1.9354, -3.6187, -0.2112], [4.3796, -3.4755, -2.4087], [4.2175, -2.1879, -2.8611], [5.3616, -1.3469, -2.8305], [6.5202, -1.6687, -2.3145], [6.6092, -2.9193, -1.8341], [5.5836, -3.8573, -1.8559], [0.7750, -3.0642, -3.3476], [-0.7203, -1.7078, -2.0959], [1.1102, -2.6423, 1.5111], [2.6658, -4.2259, 0.3593], [3.2379, -1.8059, -3.2973], [5.3113, -0.2906, -3.1414], [7.5110, -3.2094, -1.3152], [5.7472, -4.8483, -1.4546]],
  "total_charge": 0,
  "e_homo_ev": -5.855,
  "relative_energy_kcal_mol": 6.8,
  "gap_ha": 0.201
}

# 6
{
  "formula": "C3H10O3S",
  "method": "ωB97M-V/def2-TZVPD",
  "symbols": ["O", "C", "C", "C", "S", "H", "H", "H", "H", "H", "H", "O", "H", "H", "O", "H", "H"],
  "xyz": [[-1.8735, -1.2153, -0.5640], [-1.1397, -0.3898, -1.0334], [-0.5860, 0.7953, -0.2713], [-0.0836, 0.5064, 1.1591], [0.7381, -1.0837, 1.3851], [-0.9287, -0.4380, -2.1171], [-1.4240, 1.4952, -0.2880], [0.2233, 1.2122, -0.8617], [0.5465, 1.3240, 1.4891], [-0.9533, 0.4783, 1.8169], [1.8816, -0.7704, 0.7631], [-4.2478, 0.3884, 1.4879], [-4.0807, -0.5521, 1.6083], [-3.5212, 0.7194, 0.9389], [5.1261, -0.6166, -2.1630], [5.4288, -0.3100, -1.2991], [4.8941, -1.5433, -2.0507]],
  "smiles": "O=CCCS.O.O",
  "total_charge": 0,
  "e_homo_ev": -9.410,
  "relative_energy_kcal_mol": 14.1,
  "gap_ha": 0.356
}

# 7
{
  "formula": "C2Br2O2",
  "method": "ωB97M-V/def2-TZVPD",
  "symbols": ["C", "C", "O", "O", "Br", "Br"],
  "xyz": [[0.5040, -0.5755, -1.0305], [0.2916, 0.3588, 1.0688], [-0.3754, -0.8883, -1.7326], [-0.6901, 1.0004, 1.0007], [2.3404, -0.5052, -1.3052], [1.3963, -0.0685, 2.5123]],
  "total_charge": 0,
  "e_homo_ev": -8.771,
  "relative_energy_kcal_mol": 49.1,
  "gap_ha": 0.277
}

# 8
{
  "formula": "C4H7NO2",
  "method": "ωB97M-V/def2-TZVPD",
  "symbols": ["N", "C", "O", "C", "C", "C", "O", "H", "H", "H", "H", "H", "H", "H"],
  "xyz": [[-2.4923, -0.1112, 0.1577], [-1.1674, -0.2449, 0.4631], [-0.7745, -1.0731, 1.2659], [-0.1906, 0.7376, -0.1685], [1.1817, 0.3582, 0.3360], [2.0089, -0.6057, -0.4121], [2.2718, 0.7894, -0.4661], [-3.1087, -0.7899, 0.5837], [-2.7753, 0.2850, -0.7236], [-0.4898, 1.7724, 0.0760], [-0.1578, 0.6807, -1.2593], [1.2461, 0.4658, 1.4250], [1.6595, -1.0653, -1.3447], [2.7885, -1.1990, 0.0670]],
  "smiles": "NC(=O)C[C@H]1CO1",
  "total_charge": 0,
  "e_homo_ev": -9.938,
  "relative_energy_kcal_mol": 34.7,
  "gap_ha": 0.395
}